Entry 1:
This record from the OMol25 dataset describes an isolated molecule of C6H11ClS in a non-equilibrium geometry. The level of theory is ωB97M-V/def2-TZVPD.

Each line ends with the natural charge from an NBO analysis.
Positions of all 19 atoms, in Å:
C  2.774  -0.333  0.019  -0.604
C  1.528  0.247  -0.656  -0.452
C  0.260  -0.548  -0.400  -0.126
C  -0.825  -0.075  0.230  -0.072
C  -2.030  -0.981  0.305  -0.535
S  -3.489  -0.153  -0.371  -0.030
C  -0.898  1.214  0.926  -0.370
Cl  -0.933  2.603  -0.292  -0.107
H  3.685  0.312  -0.219  0.212
H  2.967  -1.370  -0.398  0.205
H  2.768  -0.362  1.101  0.208
H  1.696  0.276  -1.755  0.220
H  1.334  1.264  -0.326  0.217
H  0.207  -1.629  -0.702  0.196
H  -2.283  -1.164  1.352  0.224
H  -1.824  -1.984  -0.144  0.229
H  -3.129  -0.017  -1.647  0.126
H  0.005  1.403  1.543  0.231
H  -1.813  1.297  1.433  0.229

Forces on the atoms, in the same order (eV/Å):
1.51 -0.15 -1.27
-0.39 -0.46 0.01
0.12 -0.46 0.13
0.68 -1.90 -0.64
0.39 -0.32 -0.01
-0.68 -0.19 0.25
1.55 1.11 -1.05
-0.07 -0.21 0.43
-1.10 -0.86 0.03
-0.07 1.10 0.66
-0.48 -0.18 0.21
-0.07 0.07 0.60
0.23 0.11 -0.12
0.25 1.21 -0.07
-0.20 0.02 0.00
-0.25 0.95 0.19
0.34 -0.05 -0.11
-0.81 -0.07 -0.23
-0.95 0.27 0.98

Output
SMILES: CC/C=C(/CS)CCl
ΔE to the lowest compared entry with this formula, charge and spin (kcal per mole): 6.3
Max |F| (eV/A): 2.18
DFT total energy (eV): -29757.4383
Highest occupied orbital energy (eV): -9.1
HOMO-LUMO gap (eV): 9.81

Entry 2:
This record from the OMol25 dataset describes a structure of composition C6H11ClSi in a non-equilibrium geometry. The level of theory is ωB97M-V/def2-TZVPD.

Each line ends with the natural charge from an NBO analysis.
Positions of all 19 atoms, in Å:
C  0.366  -1.406  -0.320  -0.303
C  -1.445  -0.449  -1.291  -0.287
C  -0.611  -1.704  -1.463  -0.577
C  0.536  1.566  0.307  -1.088
C  1.811  -1.435  -0.675  -0.681
C  -1.798  0.076  1.716  -1.164
Si  -0.550  0.032  0.368  1.563
Cl  -3.219  -0.810  -1.183  -0.089
H  -0.057  -1.763  -2.438  0.226
H  -1.191  -2.592  -1.277  0.245
H  1.165  1.298  -0.556  0.231
H  0.057  2.543  0.077  0.254
H  1.024  1.570  1.192  0.226
H  2.028  -0.620  -1.303  0.216
H  2.543  -1.312  0.197  0.224
H  2.094  -2.316  -1.354  0.219
H  -1.602  -0.683  2.514  0.255
H  -1.829  0.986  2.331  0.258
H  -2.737  -0.232  1.170  0.273

Forces on the atoms, in the same order (eV/Å):
0.49 -0.85 -0.31
-1.21 -0.39 0.79
1.13 0.73 -0.23
-2.07 -0.34 -3.46
1.19 -1.77 0.87
-0.46 -1.39 1.11
-0.48 1.44 -0.99
0.83 0.33 -0.44
-0.58 -0.14 0.63
-0.29 -0.52 -0.23
0.32 0.49 0.48
0.12 -0.78 0.36
2.04 0.40 2.68
0.31 1.48 -1.00
-1.08 -0.50 -1.07
-0.38 0.84 1.31
-0.15 0.13 -0.80
-0.33 0.10 -0.81
0.60 0.73 1.10

Output
ΔE to the lowest compared entry with this formula, charge and spin (kcal per mole): 90.8
Max |F| (eV/A): 4.04
DFT total energy (eV): -26796.5182
Highest occupied orbital energy (spin up / spin down) (eV): -8.1 / -8.3
HOMO-LUMO gap (spin up / spin down) (eV): 7.75 / 8.04

Entry 3:
This record from the OMol25 dataset describes an isolated molecule of C6H11ClSi in a non-equilibrium geometry. The level of theory is ωB97M-V/def2-TZVPD.

Each line ends with the natural charge from an NBO analysis.
Positions of all 19 atoms, in Å:
C  -2.518  -1.304  2.547  -0.183
C  -1.731  -1.050  1.641  -0.489
Si  -0.254  -1.232  0.342  1.537
Cl  0.058  -3.264  0.174  -0.373
C  1.419  -0.631  1.098  -0.849
C  1.452  0.927  1.358  -0.607
C  -0.676  -0.243  -1.268  -0.876
C  -2.214  0.204  -1.444  -0.599
H  -3.163  -1.487  3.352  0.227
H  1.655  -0.899  2.101  0.243
H  2.151  -1.048  0.493  0.224
H  2.118  1.094  2.166  0.212
H  1.554  1.541  0.469  0.206
H  0.477  1.144  1.856  0.206
H  -0.128  0.680  -1.194  0.231
H  -0.189  -0.726  -2.235  0.250
H  -2.804  -0.625  -1.849  0.211
H  -2.668  0.623  -0.560  0.221
H  -2.228  0.927  -2.239  0.207

Forces on the atoms, in the same order (eV/Å):
1.88 0.76 -2.09
0.30 -0.89 0.20
-0.46 1.09 1.27
-0.27 -0.04 -0.33
-2.46 2.09 0.59
-1.97 -1.27 -0.38
-0.45 -1.02 -0.78
1.62 -1.43 -0.97
-0.54 -0.09 0.50
-0.39 -1.51 0.70
1.72 -0.37 -1.33
1.23 0.65 0.16
0.30 0.22 0.18
0.40 0.16 -0.63
0.46 0.47 0.34
-1.36 0.65 1.93
-0.03 0.00 0.50
0.06 -0.07 0.35
-0.04 0.61 -0.23

Output
SMILES: C#C[Si](Cl)(CC)CC
ΔE to the lowest compared entry with this formula, charge and spin (kcal per mole): 13.9
Max |F| (eV/A): 3.29
DFT total energy (eV): -26799.8503
Highest occupied orbital energy (eV): -10.1
HOMO-LUMO gap (eV): 10.99

Entry 4:
This record from the OMol25 dataset describes a structure of composition C6H11CsO2 in a non-equilibrium geometry. The level of theory is ωB97M-V/def2-TZVPD.

Each line ends with the Mulliken spin population.
Positions of all 20 atoms, in Å:
O  -0.589  -0.103  3.883  0.000
C  -0.692  0.399  2.785  0.000
C  -1.437  -0.212  1.637  0.002
C  -2.146  0.800  0.786  -0.001
C  -3.437  0.744  0.457  0.000
H  -0.167  1.357  2.561  0.000
H  -2.111  -0.998  2.006  0.000
H  -0.638  -0.696  1.023  -0.001
H  -1.530  1.620  0.399  0.000
H  -4.078  -0.072  0.799  0.000
H  -3.871  1.453  -0.251  0.000
C  2.733  0.612  -1.194  0.005
C  1.888  -0.234  -2.138  -0.009
O  2.113  -1.520  -1.517  0.020
Cs  2.467  -4.651  -3.158  0.977
H  2.089  1.178  -0.502  -0.003
H  2.880  -0.764  -0.662  0.000
H  3.368  1.335  -1.731  0.000
H  2.347  -0.274  -3.150  0.011
H  0.813  0.027  -2.035  -0.004

Forces on the atoms, in the same order (eV/Å):
-0.18 0.33 -0.62
0.38 -0.11 0.71
0.13 -0.35 -0.32
-0.27 0.18 -0.19
0.27 -0.17 -0.18
-0.14 -0.17 0.03
0.20 0.20 -0.09
-0.42 0.19 0.22
-0.17 -0.27 0.07
0.19 0.24 -0.05
0.10 -0.10 0.35
-0.42 -0.16 0.36
0.98 -1.10 1.40
-0.31 -0.60 -0.03
-0.06 0.50 0.26
0.09 0.10 -0.06
-0.14 1.18 -1.45
0.36 -0.23 0.40
-0.89 0.44 0.08
0.30 -0.09 -0.90

Output
Total charge: -1
ΔE to the lowest compared entry with this formula, charge and spin (kcal per mole): 35.9
Max |F| (eV/A): 2.04
2S+1: 2
DFT total energy (eV): -11038.6261
<S²>: 0.750
Highest occupied orbital energy (spin up / spin down) (eV): -0.7 / -3.2
HOMO-LUMO gap (spin up / spin down) (eV): 2.99 / 5.95

Entry 5:
This record from the OMol25 dataset describes an isolated molecule of C6H11FO in a non-equilibrium geometry. The level of theory is ωB97M-V/def2-TZVPD.

Each line ends with the Mulliken spin population.
Positions of all 19 atoms, in Å:
C  -0.699  1.789  0.073  1.055
C  -0.431  0.502  -0.038  0.672
C  1.471  -1.038  -1.216  0.031
C  1.389  -0.604  1.339  -0.002
C  -2.609  -0.028  -0.069  0.019
C  1.167  -0.095  -0.056  0.059
O  -1.300  -0.509  -0.103  0.162
F  1.937  1.000  -0.317  0.008
H  -1.605  2.255  0.297  -0.004
H  0.048  2.636  -0.040  0.003
H  2.480  -1.357  -1.231  0.007
H  1.335  -0.630  -2.104  -0.019
H  0.993  -1.922  -1.065  -0.006
H  2.384  -1.085  1.452  0.005
H  0.616  -1.156  1.603  -0.003
H  1.566  0.208  1.887  0.017
H  -3.146  -0.913  -0.466  0.007
H  -2.553  0.796  -0.790  -0.010
H  -3.044  0.151  0.843  0.000

Forces on the atoms, in the same order (eV/Å):
0.17 10.54 0.45
7.06 -9.71 -1.36
0.87 0.14 4.12
4.69 -0.34 -3.49
-0.58 -1.98 -4.08
-3.35 0.59 -0.62
0.47 -0.19 0.90
0.89 1.24 0.32
-1.45 0.13 0.88
-0.60 -1.71 -0.36
1.53 0.10 0.54
-1.29 1.94 -4.01
-2.03 -2.51 0.02
-0.61 -0.57 -0.31
-3.36 -2.71 1.62
-0.19 3.44 2.65
-0.34 0.83 -0.17
-1.45 -0.17 0.40
-0.43 0.94 2.50

Output
Max |F| (eV/A): 12.08
2S+1: 3
DFT total energy (eV): -11157.9143
<S²>: 2.006
Highest occupied orbital energy (spin up / spin down) (eV): -4.3 / -10.4
HOMO-LUMO gap (spin up / spin down) (eV): 5.25 / 8.76

Entry 6:
This record from the OMol25 dataset describes the ion C6H11IN with charge +1 in a non-equilibrium geometry. The level of theory is ωB97M-V/def2-TZVPD.

Each line ends with the natural charge from an NBO analysis.
Positions of all 19 atoms, in Å:
C  -0.609  1.873  -0.122  -0.605
C  0.921  1.890  0.319  0.099
C  -1.210  0.424  -0.209  -0.118
C  -0.086  -0.521  0.071  0.077
C  0.180  -1.225  -1.229  -0.613
C  -0.237  -1.415  1.276  -0.693
N  1.242  0.455  0.221  -0.616
I  -3.223  -0.115  -0.041  0.330
H  -1.248  2.601  0.427  0.285
H  -0.787  2.328  -1.165  0.281
H  1.710  2.528  -0.124  0.219
H  -0.671  -1.772  -1.526  0.256
H  1.031  -1.788  -1.150  0.216
H  0.333  -0.399  -2.010  0.216
H  0.524  -2.079  1.568  0.252
H  -0.996  -2.299  1.060  0.274
H  -0.763  -0.981  2.118  0.252
H  2.009  0.256  -0.486  0.443
H  1.880  0.240  1.002  0.446

Forces on the atoms, in the same order (eV/Å):
-0.87 1.21 -1.09
-2.76 -1.13 -2.25
1.25 2.22 1.50
0.46 -0.19 -0.20
-0.37 3.09 -1.13
-3.21 -2.03 -0.40
2.00 -0.71 0.52
1.11 0.42 -0.04
0.46 -0.66 0.25
0.91 -0.51 1.04
-0.78 -0.10 0.57
-0.88 -0.86 -0.28
2.10 -1.84 -0.12
-0.15 -1.31 0.81
1.87 -0.03 0.36
1.01 1.98 -0.38
0.47 0.57 0.29
-1.66 0.29 -0.18
-0.98 -0.39 0.73

Output
Total charge: +1
ΔE to the lowest compared entry with this formula, charge and spin (kcal per mole): 95.0
Max |F| (eV/A): 3.82
DFT total energy (eV): -15979.6707
Highest occupied orbital energy (spin up / spin down) (eV): -11.8 / -13.5
HOMO-LUMO gap (spin up / spin down) (eV): 6.80 / 9.48

Entry 7:
This record from the OMol25 dataset describes an isolated molecule of C6H11N in a non-equilibrium geometry. The level of theory is ωB97M-V/def2-TZVPD.

Each line ends with the natural charge from an NBO analysis.
Positions of all 18 atoms, in Å:
C  -2.846  1.290  1.148  -0.474
C  -1.577  0.715  1.094  -0.185
C  -1.039  -0.067  -0.027  -0.378
C  0.301  -0.430  -0.008  0.254
C  1.398  -0.122  1.008  -0.690
N  0.598  -1.169  -1.068  -0.599
C  1.723  -0.703  -1.916  -0.451
H  -3.172  1.601  2.178  0.201
H  -3.349  1.649  0.215  0.202
H  -0.957  0.793  2.025  0.185
H  -1.911  -0.420  -0.661  0.225
H  0.728  -0.056  1.813  0.241
H  2.097  0.681  0.593  0.234
H  2.089  -0.876  1.411  0.237
H  -0.237  -1.397  -1.546  0.376
H  1.598  0.392  -1.949  0.186
H  2.747  -0.509  -1.480  0.208
H  1.809  -1.373  -2.829  0.227

Forces on the atoms, in the same order (eV/Å):
2.41 0.00 0.47
-2.05 0.47 0.68
0.01 1.43 2.79
-2.02 0.16 -0.24
0.26 0.32 -1.60
3.53 -2.23 -1.52
0.46 0.40 0.29
0.10 0.15 -1.49
0.01 -0.94 1.07
-0.79 -0.32 -0.77
1.95 0.27 -0.01
0.00 1.91 1.89
-1.43 -0.33 1.32
-0.40 -0.71 -1.22
-0.31 -0.23 -1.19
-0.79 0.02 -1.88
-0.80 -1.93 0.47
-0.15 1.54 0.96

Output
SMILES: C=C/C=C(\C)NC
ΔE to the lowest compared entry with this formula, charge and spin (kcal per mole): 85.7
Max |F| (eV/A): 4.44
DFT total energy (eV): -7886.8165
Highest occupied orbital energy (eV): -7.2
HOMO-LUMO gap (eV): 8.11

Entry 8:
This record from the OMol25 dataset describes an isolated molecule of C6H11N in a non-equilibrium geometry. The level of theory is ωB97M-V/def2-TZVPD.

Each line ends with the natural charge from an NBO analysis.
Positions of all 18 atoms, in Å:
C  1.782  0.038  -1.595  -0.610
C  1.661  0.749  -0.240  -0.394
C  1.257  -0.245  0.856  -0.470
C  -0.079  -0.923  0.600  -0.263
C  -1.101  0.144  0.689  -0.118
N  -1.901  0.791  -0.232  -0.303
C  -2.341  -0.441  -0.062  -0.163
H  1.985  0.773  -2.377  0.206
H  2.611  -0.669  -1.609  0.201
H  0.827  -0.441  -1.818  0.212
H  2.635  1.208  -0.070  0.202
H  0.900  1.530  -0.253  0.198
H  2.056  -0.994  0.926  0.211
H  1.304  0.277  1.827  0.211
H  -0.184  -1.785  1.242  0.204
H  -1.108  0.745  1.595  0.262
H  -2.035  -1.438  -0.411  0.230
H  -3.382  -0.569  0.258  0.183

Forces on the atoms, in the same order (eV/Å):
-0.47 0.83 0.00
-0.06 -0.64 -0.36
1.01 -0.20 0.40
1.42 1.67 1.03
-0.27 -1.08 -0.38
0.40 0.91 -0.88
-3.33 -1.21 1.09
-0.05 -0.07 -0.05
-0.15 -0.22 0.13
0.18 -0.28 -0.17
-0.09 0.13 0.56
0.09 0.20 -0.34
-0.16 -0.18 0.04
-0.19 -0.10 -0.02
-0.53 -0.66 -0.53
0.75 0.34 -0.05
1.51 0.25 -0.44
-0.07 0.31 -0.03

Output
ΔE to the lowest compared entry with this formula, charge and spin (kcal per mole): 149.8
Max |F| (eV/A): 3.70
DFT total energy (eV): -7884.0341
Highest occupied orbital energy (eV): -7.5
HOMO-LUMO gap (eV): 6.37

What is the formula in the eighth record? C6H11N

Look up the max |F| of the second one. 4.04 eV/A

The lowest max |F| belongs to which entry? C6H11CsO2